1.
Molecular formula: C6H7N3O2
Method: DFT, ωB97M-V with the def2-TZVPD basis set

```
18
Properties=species:S:1:pos:R:3:forces:R:3:lowdin_charge:R:1
C -0.8589 -2.3875 -0.5750 -0.6876 0.3519 0.3296 0.13
C -1.7208 -1.6482 -0.1702 0.6294 -0.4690 -0.1776 -0.02
C -2.6842 -0.7031 0.4093 -0.8030 -0.2356 0.9501 -0.51
O -3.3639 -0.9542 1.3887 0.7465 0.0829 -0.8234 0.08
N -2.6805 0.4810 -0.2609 0.1994 0.3435 -0.8717 -0.05
N -3.4427 1.5552 0.1608 -0.1088 0.4048 0.2647 0.03
H -0.1244 -3.0946 -0.8802 -0.0015 0.0045 -0.0869 0.04
H -2.2553 0.5088 -1.1858 0.0117 -0.0832 0.4315 0.14
H -4.2071 1.7872 -0.4700 0.3565 -0.1301 0.1551 0.09
H -2.8506 2.3576 0.3733 -0.3473 -0.3136 -0.1960 0.09
C 2.5981 0.8575 -0.0723 -1.4503 -0.5491 0.1433 -0.07
C 3.9512 0.8033 0.2503 0.9153 -0.1012 0.6473 -0.19
N 4.4023 -0.3860 0.5817 -1.7157 0.1397 -0.6646 0.10
O 3.2253 -1.2120 0.4302 0.7064 0.6499 0.2140 -0.06
C 2.1899 -0.4415 0.0844 0.5199 0.3239 -0.4879 -0.12
H 2.0077 1.7516 -0.2713 0.2247 -0.5198 -0.0815 0.10
H 4.5609 1.6863 0.3108 0.5605 -0.1409 -0.0010 0.11
H 1.2530 -0.9614 -0.1038 0.2442 0.2415 0.2550 0.09
```
Positions in Å, forces in eV/Å.

As for the LUMO energy: 0.44 eV. As for the SMILES: C#CC(=O)NN.c1cnoc1. As for the multiplicity: 1. The gap between HOMO and LUMO is 0.3830 Eh. As for the energy: -547.4211 Ha. The net charge is 0.



2.
Molecular formula: C8H11NO3S
Method: DFT, ωB97M-V with the def2-TZVPD basis set

```
24
Properties=species:S:1:pos:R:3:forces:R:3:lowdin_charge:R:1
C -1.0706 2.3417 2.0453 -0.9130 -0.3728 0.1521 0.01
C -0.2283 1.2030 1.6147 1.6277 0.5692 0.4913 -0.40
O 0.6260 0.6645 2.2825 -0.8553 -0.1529 -0.4940 0.12
C -0.3822 0.9549 0.1092 0.2985 0.9133 -2.1267 -0.25
C -1.7234 0.2517 -0.3077 0.4768 1.0718 -1.8199 -0.40
S -1.4931 -1.5055 -0.0287 0.5444 0.4038 -0.1682 0.98
C 0.2275 -1.3510 -0.6039 1.4610 -1.2530 -1.3329 -0.61
C 0.3470 -1.7950 -2.1410 3.3234 -0.8077 1.2752 -0.05
C 1.0693 -2.3662 0.3070 -1.6582 0.5920 -0.8790 -0.25
O 2.0735 -2.9338 0.0396 0.7733 0.1598 -0.5232 0.10
N 0.6513 0.0598 -0.3615 -3.2097 -2.0172 0.1853 -0.05
C 1.8858 0.4776 -0.3872 2.2925 1.0660 -0.6860 -0.35
O 2.2313 1.6279 -0.2112 -0.1566 0.5721 0.3715 0.05
H -0.6671 3.2897 1.7672 0.4664 0.5399 -0.6440 0.10
H -1.3734 2.4543 3.0586 0.3503 -0.4915 1.1314 0.08
H -1.9787 2.1533 1.5217 -1.0262 0.5972 -0.5998 0.06
H -0.1107 1.9813 -0.4862 -1.2144 -2.1127 1.6558 0.22
H -2.5532 0.5400 0.2645 -1.0023 0.5519 1.1455 0.04
H -2.0770 0.5104 -1.3692 1.0417 -0.5113 1.2478 0.12
H 0.3614 -2.9216 -2.3082 -0.7466 1.4564 0.5009 0.10
H 1.3971 -1.5419 -2.5173 -1.1433 -0.0521 0.7018 0.10
H -0.2945 -1.2462 -2.7670 -1.2285 0.4013 -0.6545 0.05
H 0.4661 -2.6046 1.1679 -0.0486 -0.1269 1.2061 0.09
H 2.6163 -0.2442 -0.6891 0.5469 -0.9967 -0.1365 0.14
```
Positions in Å, forces in eV/Å.

As for the LUMO energy: 0.31 eV. As for the SMILES: CC(=O)[C@@H]1CS[C@](C)(C=O)N1C=O. As for the multiplicity: 1. The gap between HOMO and LUMO is 0.3616 Eh. As for the energy: -990.0509 Ha. The net charge is 0.



3.
Molecular formula: C29H88ClO13P
Method: DFT, ωB97M-V with the def2-TZVPD basis set

```
132
Properties=species:S:1:pos:R:3:forces:R:3:lowdin_charge:R:1
C 2.8272 5.4525 6.2005 -0.1382 -0.6616 -0.1687 -0.10
C 1.7944 4.5719 5.4241 0.9349 1.1173 0.8826 -0.24
C 2.4238 3.3332 4.7844 -0.9555 0.2668 -0.4929 -0.25
C 3.0625 3.6594 3.4207 1.1125 -0.3425 1.0756 -0.26
P 3.7642 2.1799 2.5894 0.0433 0.0481 -0.3613 1.06
C 4.8524 2.7751 1.2181 -0.9316 -0.4177 0.1852 -0.26
C 4.1421 3.5972 0.1067 0.7923 -0.5458 0.1535 -0.23
C 5.1948 3.9464 -0.9898 -1.5579 0.7863 -0.6027 -0.22
C 4.4605 4.7141 -2.1710 0.7656 -0.8638 1.4318 -0.08
C 4.7671 1.1572 3.7842 -0.3009 0.0970 -0.3057 -0.26
C 5.4913 -0.0874 3.2503 0.6753 -0.7144 0.7469 -0.25
C 6.1145 -0.9011 4.4419 0.3494 0.0081 -1.2009 -0.24
C 6.8623 -2.1766 3.9345 -0.6664 0.4914 0.0025 -0.10
C 2.3520 1.1986 1.9891 0.4627 -0.2482 -1.1418 -0.24
C 2.5875 -0.0238 1.0221 0.6866 0.9162 0.5438 -0.22
C 1.3423 -0.8576 0.9758 0.2401 -0.7384 -0.6023 -0.26
C 1.5684 -2.1868 0.2245 -1.6040 0.1717 0.4605 -0.07
H 3.6464 5.8065 5.5746 -0.0707 0.0643 -0.2014 0.06
H 3.2918 4.8613 6.9896 -0.0144 -0.0554 0.1191 0.07
H 2.3717 6.3206 6.6771 -0.1191 -0.0514 -0.1424 0.07
H 1.3320 5.2341 4.6921 -0.2260 -0.3019 -0.2399 0.11
H 1.0283 4.2888 6.1460 -0.0756 -0.1442 -0.1430 0.11
H 1.6145 2.6219 4.6198 0.0189 -0.2497 0.0465 0.10
H 3.1353 2.8857 5.4783 0.0967 -0.0379 -0.0831 0.10
H 3.9366 4.2733 3.6381 0.2584 0.1967 -0.1237 0.09
H 2.4247 4.2959 2.8074 -0.1630 -0.5273 -0.3143 0.11
H 5.2385 1.8472 0.7961 0.1087 -0.0693 -0.2448 0.09
H 5.7122 3.3089 1.6228 -0.0807 0.0813 0.2699 0.10
H 3.5996 4.4532 0.5081 0.4440 0.3814 0.0946 0.11
H 3.3357 2.9988 -0.3172 0.1390 -0.2515 -0.3000 0.09
H 5.6610 3.0160 -1.3140 -0.0885 0.0100 -0.2346 0.10
H 5.9930 4.6003 -0.6382 -0.0506 -0.0440 0.4424 0.10
H 5.1942 5.1672 -2.8377 -0.2065 -0.2361 -0.2093 0.07
H 3.8860 5.5146 -1.7049 -0.1047 0.0842 -0.1575 0.07
H 3.7772 4.0162 -2.6550 0.1169 0.2323 -0.2926 0.06
H 4.0928 0.8399 4.5796 -0.2751 0.1026 -0.0061 0.09
H 5.5249 1.7724 4.2695 -0.0775 0.3810 -0.0698 0.10
H 6.3056 0.1983 2.5844 -0.1310 -0.0160 -0.2475 0.11
H 4.8524 -0.8260 2.7663 -0.1844 0.4390 -0.2995 0.09
H 5.2695 -1.1023 5.1004 0.3100 -0.3358 0.3441 0.10
H 6.8746 -0.3113 4.9541 -0.2694 0.2960 0.2223 0.10
H 6.1837 -2.9660 3.6114 -0.1297 -0.0141 0.1882 0.07
H 7.5434 -2.5770 4.6854 -0.1517 0.0186 0.0366 0.07
H 7.4514 -1.9391 3.0487 0.1446 0.1880 0.0462 0.07
H 1.7258 1.8923 1.4282 -0.1773 0.3003 0.1092 0.08
H 1.7474 0.8929 2.8430 0.1544 -0.0410 0.2125 0.09
H 3.4523 -0.6119 1.3295 -0.1038 -0.1408 0.2347 0.09
H 2.8415 0.2961 0.0115 0.0623 0.4075 -0.0457 0.09
H 0.5660 -0.3508 0.4026 -0.1455 0.2647 0.2774 0.08
H 0.9814 -0.9836 1.9966 -0.2440 -0.4266 -0.0780 0.11
H 1.7636 -2.0167 -0.8343 0.7047 -0.0835 0.2055 0.06
H 0.5728 -2.6294 0.1913 -0.0678 -0.2700 0.0569 0.03
H 2.1904 -2.9255 0.7300 0.4385 0.2744 -0.2156 0.08
Cl -2.4386 -0.8878 -0.8164 0.0807 -0.0995 0.0770 0.10
C -0.2989 -2.7265 -6.0982 1.0858 0.5949 0.6151 -0.12
O 0.6288 -2.0654 -5.1880 0.0465 -1.0558 -1.5380 -0.15
H -0.9239 -1.9888 -6.6015 -0.5172 -0.0882 0.3116 0.07
H 0.2406 -3.2054 -6.9153 0.4902 0.0716 0.2285 0.07
H -0.8191 -3.5330 -5.5814 -0.4684 0.2377 0.0090 0.06
H 0.1541 -1.4836 -4.5899 -0.4680 0.0203 0.3463 -0.02
C -5.4843 0.9843 -3.8529 0.6684 -1.2163 0.4404 -0.19
O -6.2134 2.0797 -4.2947 -0.5112 0.6740 -0.1509 -0.10
H -5.4497 0.2154 -4.6247 0.3912 -0.1264 -0.1578 0.08
H -4.4793 1.2762 -3.5481 0.0068 0.2143 -0.2963 0.07
H -5.8988 0.4826 -2.9785 -0.3547 0.0953 0.2098 0.06
H -7.0251 1.7134 -4.6532 -0.1675 0.2972 -0.0404 0.08
C -7.6130 -2.5706 -1.0341 0.5355 1.2276 0.5789 -0.12
O -7.7936 -1.9565 0.2765 -0.8211 -1.3104 -0.9152 -0.15
H -8.5461 -2.9035 -1.4887 -0.1454 0.2240 0.4305 0.07
H -7.1660 -1.7774 -1.6332 -0.1028 -0.1672 -0.6016 0.06
H -6.9058 -3.3996 -1.0620 -0.0100 -0.1691 0.4087 0.06
H -6.9090 -1.6848 0.5319 0.2031 0.1846 -0.2120 -0.01
C 0.3358 2.3199 -1.3641 -0.8382 0.2288 1.4090 -0.14
O 1.2873 2.8658 -2.2256 0.7148 0.0560 -0.8557 -0.12
H -0.0471 3.1122 -0.7208 -0.2110 -0.0553 0.2294 0.09
H -0.5303 1.8429 -1.8228 0.1798 -0.1325 -0.3539 0.07
H 0.8218 1.5998 -0.7058 0.0604 -0.1031 -0.1976 0.06
H 0.8643 3.5269 -2.7785 0.0573 -0.0023 -0.1051 0.10
C -5.2226 -1.8289 2.1142 1.5274 0.2491 0.5683 -0.12
O -5.2215 -1.3169 0.7896 -0.6559 -0.3701 0.2729 -0.18
H -4.8641 -1.0255 2.7578 -0.4830 0.1187 0.5152 0.08
H -6.1560 -2.2632 2.4724 -0.1196 0.2933 -0.4984 0.09
H -4.4280 -2.5694 2.2054 -0.1656 -0.4824 0.0246 0.07
H -4.2953 -1.3006 0.5375 0.3175 0.2378 -0.6911 -0.04
C -4.0944 -4.8805 -0.5673 0.8637 -0.5411 -0.4777 -0.16
O -4.5833 -5.8587 0.3599 -0.2366 1.0004 0.2811 -0.11
H -4.3824 -5.0613 -1.6029 -0.4967 0.0012 0.1011 0.07
H -4.3405 -3.8545 -0.2938 -0.7910 -0.3169 0.3570 0.06
H -3.0065 -4.8268 -0.6075 0.3403 -0.4227 0.2158 0.05
H -4.3551 -6.7673 0.1503 0.2781 0.2861 -0.4970 0.07
C -5.1069 1.9807 -0.2391 1.0614 0.1076 -0.1395 -0.13
O -3.7265 2.0772 -0.6765 -0.8214 0.4864 0.5070 -0.18
H -5.6084 1.3304 -0.9559 -0.5651 0.2862 0.2758 0.06
H -5.1927 1.5836 0.7724 0.1248 -0.4087 0.0037 0.06
H -5.5113 2.9898 -0.1595 -0.0665 -0.0531 -0.5706 0.08
H -3.4408 1.1698 -0.8060 0.2460 -0.4315 -0.1116 -0.08
C -1.5209 -3.8451 1.6606 -0.6209 1.2734 0.5528 -0.13
O -1.4475 -2.4840 2.0799 0.6940 0.4067 0.6336 -0.18
H -1.0589 -3.9290 0.6769 -0.1307 -0.5502 0.0085 0.05
H -1.0119 -4.4122 2.4399 0.0285 -0.2129 -0.3148 0.09
H -2.5918 -4.0479 1.6769 0.1267 -0.9385 -0.4397 0.06
H -1.7922 -1.9144 1.3882 -0.1194 0.0588 -0.5034 -0.04
C -0.4687 -4.1391 -2.6173 -0.8913 0.4010 0.4899 -0.15
O 0.3357 -5.3274 -2.7365 -0.7139 0.9385 -0.0798 -0.09
H -1.4917 -4.2061 -2.9874 0.0891 -1.0454 -0.5529 0.05
H -0.7090 -3.8946 -1.5826 0.5581 0.0525 0.3340 0.05
H -0.1212 -3.2313 -3.1106 0.8506 -0.2517 -0.0104 0.06
H 0.8642 -5.3495 -1.9353 0.1137 -0.1021 -0.0934 0.06
C 2.5575 -0.1595 -2.8088 -0.5463 -0.5276 -0.4169 -0.15
O 3.3951 0.9415 -2.4696 -0.0066 -0.7699 0.4439 -0.13
H 1.7333 -0.3879 -2.1330 -0.0741 0.6410 0.5418 0.05
H 2.0518 -0.0133 -3.7633 0.2730 0.0279 -0.2265 0.08
H 3.0856 -1.1127 -2.8317 0.6121 0.3359 -0.2318 0.09
H 2.7921 1.6642 -2.2806 -0.2009 0.4367 -0.2258 0.01
C -1.2492 0.4555 -4.5189 0.6257 0.5478 0.3099 -0.13
O -0.6702 -0.3683 -3.5259 0.1450 -0.3647 -0.2835 -0.20
H -2.1933 0.0845 -4.9179 -0.0690 -0.0234 0.0783 0.08
H -1.3523 1.4442 -4.0718 -0.4345 0.2709 -0.3533 0.08
H -0.5018 0.5238 -5.3095 -0.1837 0.0172 -0.1781 0.09
H -1.2743 -0.4483 -2.7841 -0.3539 -0.2253 0.6092 -0.05
C -1.7067 1.1669 2.5329 -0.0083 -1.3333 -1.4188 -0.12
O -1.1779 1.5644 1.2462 0.4567 0.7757 1.3605 -0.17
H -1.1919 1.5781 3.4012 0.0324 0.5708 -0.4212 0.07
H -2.7871 1.3097 2.5536 0.0055 0.4224 0.3148 0.08
H -1.5494 0.0889 2.5695 -0.0832 -0.2565 0.4865 0.05
H -1.6724 1.0636 0.5933 -0.2446 -0.2078 -0.3054 -0.03
C -3.6235 -2.8514 -4.1638 0.3020 0.6022 0.4110 -0.16
O -4.4833 -2.8266 -3.0318 -0.1453 -0.1803 -0.4455 -0.14
H -4.1225 -2.4419 -5.0421 -0.2956 -0.3622 -0.0759 0.08
H -2.7683 -2.1922 -4.0145 0.2335 0.0238 0.1511 0.05
H -3.2235 -3.8502 -4.3391 -0.2288 -0.1124 -0.2062 0.07
H -4.0334 -2.3812 -2.3101 0.1932 0.2241 0.1881 -0.01
```
Positions in Å, forces in eV/Å.

As for the LUMO energy: -0.29 eV. As for the multiplicity: 1. The gap between HOMO and LUMO is 0.3120 Eh. As for the energy: -2937.1645 Ha. The net charge is 0.



4.
Molecular formula: C21H33NO8
Method: DFT, ωB97M-V with the def2-TZVPD basis set

```
63
Properties=species:S:1:pos:R:3:forces:R:3:lowdin_charge:R:1
O -0.7972 -0.2670 4.1971 0.1188 -0.7116 0.3486 0.12
C -0.8929 0.6840 3.4956 -0.2072 -0.2215 -0.0106 -0.36
O 0.1356 1.1394 2.7564 0.1436 0.2946 0.2484 -0.05
C 0.4535 2.5287 2.9585 -0.3404 0.3698 -0.7204 -0.15
C -0.6834 3.4873 2.5714 0.1587 -0.2698 0.1883 -0.18
C -1.4015 4.0785 3.7750 -0.0414 0.2139 -0.3695 -0.19
C -2.5573 5.0329 3.4443 -0.2366 -0.3470 0.5573 -0.15
C -3.7860 4.2958 2.9835 -0.2927 -0.0064 -0.3826 -0.20
C -3.8802 3.8453 1.6518 -0.2653 -0.1323 0.1540 -0.01
C -4.9792 3.1327 1.1832 -0.1652 0.0045 0.3758 0.03
C -6.0029 2.8735 2.0858 0.4789 0.3117 -0.2061 -0.09
C -5.9231 3.3156 3.3880 0.0844 0.2471 0.1287 -0.08
C -4.8412 4.0405 3.8634 0.0830 -0.2106 -0.3127 0.06
C -7.1532 2.8691 4.0887 -0.4113 0.0282 -0.5334 -0.39
O -7.4261 2.8933 5.2489 0.0633 0.0932 0.5889 0.14
N -8.0274 2.3253 3.0901 0.9852 -0.9410 0.4249 0.18
C -7.2896 2.1580 1.8899 0.2746 0.6237 0.1093 -0.40
O -7.6423 1.5791 0.9084 -0.3640 -0.4684 -0.3029 0.14
H -1.8628 1.1784 3.3786 0.0115 0.5001 -0.1841 0.14
H 1.2842 2.7104 2.2900 0.2994 -0.1320 0.0494 0.12
H 0.7705 2.6857 3.9862 0.1075 -0.0642 0.1641 0.13
H -1.3455 2.9242 1.9200 -0.2276 0.0283 -0.1082 0.10
H -0.2705 4.2930 1.9688 0.0530 0.1489 -0.0780 0.12
H -1.7909 3.2806 4.4047 0.0028 -0.0719 0.2043 0.11
H -0.6669 4.6343 4.3540 0.0942 0.0016 0.1976 0.12
H -2.8138 5.5341 4.3753 -0.0406 0.2192 0.0489 0.11
H -2.2660 5.8060 2.7388 0.1329 -0.0005 -0.2206 0.12
H -3.0681 4.0665 0.9762 0.0661 0.0632 -0.1082 0.11
H -5.0677 2.7771 0.1688 0.1343 0.0471 -0.1546 0.12
H -4.8265 4.3861 4.8864 0.0641 0.0395 0.1073 0.13
H -8.3963 1.4395 3.4314 -0.7539 0.3547 -0.2034 0.16
C 1.6816 -1.4595 1.4440 -0.0372 -0.1036 0.0145 -0.11
O 1.9149 -2.4203 0.4269 0.0990 0.1202 -0.0022 -0.18
C 1.6964 -1.9185 -0.8802 -0.0185 -0.2539 0.0579 -0.20
C 2.9903 -1.5527 -1.5718 0.0006 0.2178 -0.0633 -0.20
O 3.6370 -0.4574 -0.9382 -0.0040 -0.0663 0.0819 -0.19
C 4.7055 -0.8487 -0.0961 0.0012 0.0447 -0.0297 -0.11
H 2.0844 -1.8578 2.3735 -0.0316 -0.0438 -0.0053 0.09
H 2.1727 -0.5090 1.2256 -0.0248 0.0191 -0.0248 0.08
H 0.6086 -1.2927 1.5733 0.0090 0.0715 0.0084 0.08
H 1.0254 -1.0537 -0.8529 0.0120 0.0338 0.0005 0.13
H 1.2047 -2.7108 -1.4545 0.0007 0.0299 -0.0295 0.12
H 2.7659 -1.2461 -2.5972 -0.0047 -0.0193 -0.0010 0.11
H 3.6543 -2.4204 -1.6193 -0.0088 -0.0305 0.0069 0.13
H 5.5745 -1.1509 -0.6910 0.0055 -0.0505 0.0315 0.09
H 4.4184 -1.6682 0.5665 0.0017 -0.0149 -0.0061 0.08
H 4.9799 0.0139 0.5096 -0.0029 0.0253 -0.0348 0.09
C 5.0276 -4.8362 -6.9690 -0.0313 -0.0255 -0.0513 -0.11
O 3.7205 -5.3692 -6.8558 0.0403 0.0869 0.0765 -0.19
C 3.4708 -5.9940 -5.6069 -0.1065 -0.0586 -0.1936 -0.21
C 2.6826 -5.1000 -4.6763 0.0805 0.0113 0.2136 -0.20
O 3.4217 -3.9496 -4.2957 0.0298 0.0271 -0.0945 -0.20
C 3.0612 -2.7833 -5.0129 -0.0046 -0.0322 0.0635 -0.12
H 5.0455 -4.1958 -7.8494 -0.0246 -0.0332 -0.0236 0.09
H 5.2988 -4.2412 -6.0941 0.0122 -0.0123 0.0174 0.08
H 5.7604 -5.6390 -7.1041 0.0372 0.0223 0.0443 0.09
H 4.4097 -6.2970 -5.1337 0.0151 0.0214 0.0295 0.13
H 2.8858 -6.8974 -5.8058 0.0085 -0.0047 0.0292 0.13
H 2.4533 -5.6569 -3.7624 -0.0152 -0.0092 -0.0180 0.13
H 1.7356 -4.8116 -5.1424 -0.0034 0.0043 -0.0392 0.13
H 2.0950 -2.4054 -4.6598 -0.0258 0.0304 -0.0961 0.08
H 3.0082 -2.9684 -6.0881 -0.0181 -0.0095 -0.0025 0.09
H 3.8237 -2.0297 -4.8209 -0.0012 -0.0103 0.0395 0.09
```
Positions in Å, forces in eV/Å.

As for the LUMO energy: -0.47 eV. As for the SMILES: O=COCCCCc1ccc2c(c1)C(=O)NC2=O.COCCOC.COCCOC. As for the multiplicity: 1. The gap between HOMO and LUMO is 0.3157 Eh. As for the energy: -1476.5935 Ha. The net charge is 0.